{"formula": "C2H4FP", "method": "ωB97M-V/def2-TZVPD", "species": ["F", "C", "C", "P", "H", "H", "H", "H"], "positions_angstrom": [[1.7414, 1.0624, -0.1889], [0.8127, 0.4508, 0.5625], [-0.1246, -0.4990, -0.0670], [-1.2585, 1.0270, 0.0387], [1.0048, 0.5064, 1.6178], [0.1393, -0.8446, -1.0595], [-0.4546, -1.3071, 0.5759], [-0.7986, 1.5596, -1.1671]], "smiles": "F[C@@H]1CP1", "mol_weight_g_mol": 78.0, "e_above_lowest_kj_mol": 123.04, "orbital_gap_ev": 9.397, "e_tot_ha": -519.749062, "lumo_energy_ev": 0.815}

{"formula": "C19H19ClGeIN3O3Ru", "method": "ωB97M-V/def2-TZVPD", "species": ["Ru", "Cl", "C", "C", "C", "I", "C", "O", "C", "N", "C", "C", "C", "C", "H", "H", "H", "H", "O", "N", "N", "O", "C", "C", "C", "C", "C", "C", "H", "H", "H", "H", "H", "C", "Ge", "C", "C", "C", "H", "H", "H", "H", "H", "H", "H", "H", "H", "H"], "positions_angstrom": [[-1.4603, 0.3345, -0.4187], [-3.6127, -5.6471, -3.4088], [-3.4380, -4.2805, -2.3309], [-4.3755, -4.0694, -1.3534], [-4.2707, -2.9931, -0.4709], [-5.7028, -2.7268, 1.0167], [-3.2129, -2.0722, -0.5318], [-3.0375, -1.0864, 0.2403], [-2.2463, -2.3122, -1.5893], [-1.2367, -1.3983, -1.6534], [-0.2924, -1.5702, -2.5588], [-0.2955, -2.6383, -3.4660], [-1.3141, -3.5494, -3.4399], [-2.3358, -3.4066, -2.4766], [-5.2092, -4.7529, -1.2632], [0.4937, -0.8291, -2.5845], [0.5095, -2.7141, -4.1847], [-1.3522, -4.3740, -4.1383], [-2.0988, 1.7795, 0.9760], [-1.3402, 2.0851, 1.9519], [-0.3713, 1.2760, 2.1633], [-0.1365, 0.2009, 1.4693], [0.5272, 1.5997, 3.2258], [0.2097, 2.5653, 4.1754], [1.1226, 2.8496, 5.1768], [2.3382, 2.1793, 5.2405], [2.6352, 1.2132, 4.2915], [1.7323, 0.9153, 3.2815], [-0.7375, 3.0796, 4.1161], [0.8779, 3.6003, 5.9178], [3.0451, 2.4072, 6.0282], [3.5782, 0.6826, 4.3333], [1.9309, 0.1640, 2.5314], [2.1381, 2.9046, -0.1415], [1.5690, 1.4678, -1.3666], [2.4069, 1.8388, -3.1270], [2.3188, -0.2153, -0.6634], [-0.3727, 1.4781, -1.3851], [3.2184, 2.8680, 0.0163], [1.6421, 2.7930, 0.8225], [1.8801, 3.8840, -0.5480], [3.1590, 2.6257, -3.0462], [1.6533, 2.1609, -3.8472], [2.8925, 0.9445, -3.5221], [2.7387, -0.8418, -1.4531], [1.5389, -0.7664, -0.1386], [3.1160, 0.0113, 0.0478], [-0.8229, 2.3351, -1.9142]], "mol_weight_g_mol": 673.4, "e_above_lowest_kj_mol": 19.65, "total_charge": -1, "orbital_gap_ev": [6.419, 6.243], "spin_multiplicity": 2, "e_tot_ha": -4055.020219, "lumo_energy_ev": [2.590, 2.590]}

{"formula": "C7H7Cl2NO3S", "method": "ωB97M-V/def2-TZVPD", "species": ["C", "C", "C", "C", "C", "C", "C", "N", "O", "O", "O", "S", "Cl", "Cl", "H", "H", "H", "H", "H", "H", "H"], "positions_angstrom": [[-0.8817, -0.0735, -1.2039], [-1.4861, -0.0995, 1.1359], [-1.7014, -0.5976, -0.2804], [-2.8171, -1.4981, -0.5353], [0.2172, 0.8116, -0.8401], [0.6268, 0.5746, 0.6203], [1.5507, 1.5400, 1.3788], [-0.3783, 0.3489, 1.4869], [-2.9602, -2.1443, -1.5031], [1.4036, -1.8694, -1.6022], [1.4344, -0.7456, 0.6184], [2.2511, -1.6479, -0.4123], [-4.0534, -1.5768, 0.7040], [3.7685, -0.2847, -1.2001], [-0.8401, -0.2628, -2.3124], [-2.1666, -0.3156, 1.8945], [0.9779, 0.5951, -1.6445], [-0.1099, 1.8298, -0.9789], [1.9676, 0.9978, 2.2599], [0.8393, 2.3434, 1.6765], [2.3577, 2.0745, 0.7380]], "mol_weight_g_mol": 256.1, "e_above_lowest_kj_mol": 2.72, "orbital_gap_ev": 9.420, "e_tot_ha": -1869.922200, "lumo_energy_ev": -0.807}

{"formula": "C49H46ClILuN8OS5", "method": "ωB97M-V/def2-TZVPD", "species": ["Lu", "S", "C", "C", "C", "C", "C", "C", "N", "C", "C", "C", "C", "C", "C", "C", "H", "H", "H", "H", "H", "H", "H", "H", "S", "C", "N", "C", "C", "N", "C", "C", "C", "C", "C", "C", "C", "C", "S", "C", "C", "C", "C", "C", "C", "C", "H", "H", "H", "H", "H", "H", "H", "H", "H", "H", "H", "H", "H", "H", "H", "H", "H", "H", "N", "C", "C", "N", "H", "H", "H", "H", "H", "H", "H", "H", "Cl", "C", "C", "C", "I", "C", "O", "C", "N", "C", "C", "C", "C", "H", "H", "H", "H", "S", "N", "C", "S", "N", "C", "C", "C", "C", "C", "C", "H", "H", "H", "H", "H", "H", "H", "H"], "positions_angstrom": [[0.0100, -0.1641, 0.6851], [-0.0342, -2.3020, -3.8971], [0.9304, -3.4260, -3.0070], [1.5224, -4.5719, -3.4351], [2.2730, -5.2836, -2.4922], [2.3992, -4.8852, -1.1792], [1.7816, -3.6883, -0.7691], [1.0234, -2.9860, -1.6720], [0.2539, -1.8655, -1.3514], [-0.3219, -1.3921, -2.4097], [-1.3173, -0.2944, -2.4036], [-2.0442, -0.0309, -3.5494], [-2.9755, 0.9904, -3.5398], [-3.1203, 1.7851, -2.4302], [-2.3830, 1.4691, -1.2510], [-1.4831, 0.3987, -1.1813], [1.4173, -4.9613, -4.4402], [2.7326, -6.2246, -2.7793], [2.9536, -5.4962, -0.4970], [1.8859, -3.3652, 0.2665], [-1.8884, -0.6236, -4.4081], [-3.5548, 1.1703, -4.4232], [-3.8198, 2.6209, -2.3987], [-2.6596, 2.0446, -0.3815], [1.6674, 1.3222, -1.1100], [3.2837, 1.3790, -0.4137], [4.2789, 1.7934, -1.2587], [5.6006, 2.0362, -0.6943], [5.9667, 0.8828, 0.1996], [4.9721, 0.6217, 1.1957], [5.4551, 0.9798, 2.5338], [5.6047, 2.4872, 2.8405], [4.4304, 3.2382, 3.1542], [4.4988, 4.5833, 3.4502], [5.6882, 5.2847, 3.4455], [6.8305, 4.5484, 3.1716], [6.7903, 3.1722, 2.8956], [3.6264, 0.9471, 0.8249], [2.4073, 0.5198, 2.0356], [4.0083, 2.1564, -2.6449], [3.8148, 0.9448, -3.5716], [3.0080, 0.9266, -4.7114], [3.0595, -0.1424, -5.6039], [3.8992, -1.2032, -5.4102], [4.6945, -1.1832, -4.2838], [4.6399, -0.1455, -3.3714], [5.6093, 2.9570, -0.0559], [6.3495, 2.1661, -1.4654], [6.8976, 1.1597, 0.7046], [6.1870, -0.0165, -0.3663], [6.4541, 0.5073, 2.6933], [4.7414, 0.5718, 3.2585], [3.5035, 2.6980, 3.2073], [3.5558, 5.0632, 3.7042], [5.7608, 6.3532, 3.5777], [7.8343, 5.0326, 3.2403], [7.7107, 2.6373, 2.7572], [4.8532, 2.7196, -3.0449], [3.1061, 2.7812, -2.7485], [2.3363, 1.7919, -4.8538], [2.3667, -0.0763, -6.4151], [3.8769, -2.0374, -6.1075], [5.3181, -2.0641, -4.1102], [5.3003, -0.1999, -2.4909], [-3.2050, 2.6141, 2.4399], [-2.2013, 3.6088, 2.0817], [-0.7381, 3.1568, 2.2592], [-0.2443, 2.3607, 1.1317], [-3.0355, 2.2693, 3.3745], [-3.0793, 1.7977, 1.8407], [-2.3745, 4.5601, 2.5952], [-2.3434, 3.8794, 1.0456], [-0.6364, 2.5940, 3.1647], [-0.1451, 4.0508, 2.3349], [0.7812, 2.3785, 1.0292], [-0.5751, 2.7776, 0.2676], [-2.7251, -4.3358, 5.9985], [-2.0786, -3.0262, 5.0374], [-1.8846, -1.8146, 5.6221], [-1.4324, -0.7498, 4.8411], [-1.2252, 1.1310, 5.7870], [-1.1778, -0.8527, 3.4908], [-0.7818, 0.1463, 2.7838], [-1.4185, -2.1427, 2.8625], [-1.1801, -2.2198, 1.5043], [-1.4594, -3.3322, 0.8806], [-1.9731, -4.4586, 1.5262], [-2.2239, -4.4102, 2.8685], [-1.8999, -3.2214, 3.6017], [-1.9871, -1.7465, 6.6878], [-1.3086, -3.2493, -0.1980], [-2.2367, -5.3258, 0.9407], [-2.6944, -5.2161, 3.3901], [2.0020, -1.5171, 1.8983], [-5.1349, -0.1243, -1.0150], [-5.4275, -0.4350, 0.2471], [-4.3049, -0.6780, 1.4614], [-6.7498, -0.5150, 0.5577], [-7.8049, -0.8645, -0.3355], [-9.0710, -0.3897, -0.0352], [-10.1427, -0.7290, -0.8763], [-9.9586, -1.5125, -1.9867], [-8.6751, -2.0145, -2.2540], [-7.6238, -1.6732, -1.4621], [-4.1616, 0.0853, -1.2200], [-5.8740, 0.1631, -1.6419], [-6.9718, -0.6195, 1.5382], [-9.1878, 0.2619, 0.8215], [-11.1069, -0.3462, -0.6119], [-10.7542, -1.6997, -2.6757], [-8.4905, -2.5915, -3.1476], [-6.6465, -2.1364, -1.6658]], "mol_weight_g_mol": 1260.6, "e_above_lowest_kj_mol": 4.91, "total_charge": -1, "orbital_gap_ev": 5.785, "e_tot_ha": -6392.757402, "lumo_energy_ev": 2.037}